No. 1
{"formula": "C42H102O25P4", "method": "ωB97M-V/def2-TZVPD", "lumo_energy_ha": 0.0174, "smiles": "CCOP(=O)(OCC)OCC.CCOP(=O)(OCC)OCC.CCOP(=O)(OCC)OCC.CCOP(=O)(OCC)OCC.COCCOCCOC.COCCOCCOC.COCCOCCOC", "mol_weight_g_mol": 1131.1, "homo_ev": -9.3070, "elements": ["C", "C", "O", "P", "O", "O", "C", "C", "O", "C", "C", "H", "H", "H", "H", "H", "H", "H", "H", "H", "H", "H", "H", "H", "H", "H", "C", "C", "O", "P", "O", "O", "C", "C", "O", "C", "C", "H", "H", "H", "H", "H", "H", "H", "H", "H", "H", "H", "H", "H", "H", "H", "C", "C", "O", "P", "O", "O", "C", "C", "O", "C", "C", "H", "H", "H", "H", "H", "H", "H", "H", "H", "H", "H", "H", "H", "H", "H", "C", "C", "O", "P", "O", "O", "C", "C", "O", "C", "C", "H", "H", "H", "H", "H", "H", "H", "H", "H", "H", "H", "H", "H", "H", "H", "C", "O", "C", "C", "O", "C", "C", "O", "C", "H", "H", "H", "H", "H", "H", "H", "H", "H", "H", "H", "H", "H", "H", "C", "O", "C", "C", "O", "C", "C", "O", "C", "H", "H", "H", "H", "H", "H", "H", "H", "H", "H", "H", "H", "H", "H", "C", "O", "C", "C", "O", "C", "C", "O", "C", "H", "H", "H", "H", "H", "H", "H", "H", "H", "H", "H", "H", "H", "H"], "coordinates": [[-8.0377, -6.4484, -1.3604], [-9.1950, -5.5266, -1.3303], [-9.0737, -4.7264, -0.0441], [-9.3371, -3.1657, 0.0739], [-9.5833, -2.6627, 1.4483], [-8.0123, -2.4821, -0.6678], [-6.7402, -2.3948, -0.1189], [-5.6454, -2.6845, -1.2389], [-10.5282, -2.9960, -0.9661], [-11.4563, -1.8652, -0.7386], [-12.6255, -2.2662, 0.1482], [-7.1435, -5.9538, -0.9813], [-8.2275, -7.2862, -0.6893], [-7.7925, -6.6116, -2.4098], [-9.1074, -4.8174, -2.1534], [-10.1822, -5.9595, -1.4920], [-6.5520, -1.4188, 0.3284], [-6.7903, -3.0746, 0.7316], [-6.1669, -2.4529, -2.1676], [-4.8018, -2.0357, -1.0030], [-5.4232, -3.7515, -1.2526], [-11.0021, -1.0354, -0.1970], [-11.5442, -1.5690, -1.7838], [-13.0080, -1.2614, 0.3278], [-13.3423, -3.0083, -0.2035], [-12.2497, -2.6732, 1.0869], [2.8448, -3.5962, -1.0083], [1.5454, -3.1562, -1.7973], [1.2496, -1.8401, -1.8448], [1.0576, -1.0053, -0.4353], [1.7714, -1.3376, 0.7561], [-0.5406, -0.9528, -0.2641], [-1.2853, -2.0542, 0.2211], [-2.4940, -1.3916, 0.7083], [1.3332, 0.5548, -0.7788], [2.3100, 0.7783, -1.8603], [2.7861, 2.2204, -1.8195], [3.0218, -4.6716, -0.9876], [3.6860, -3.2253, -1.5939], [3.0426, -3.2757, 0.0146], [1.7850, -3.4913, -2.8065], [0.6349, -3.6585, -1.4706], [-1.4576, -2.7499, -0.6001], [-0.8077, -2.5468, 1.0681], [-2.1665, -0.4712, 1.1918], [-3.1665, -1.0420, -0.0751], [-2.8112, -2.0285, 1.5341], [3.1587, 0.0980, -1.7901], [1.7254, 0.6629, -2.7730], [1.9564, 2.9268, -1.7942], [3.2918, 2.3202, -0.8591], [3.5394, 2.4980, -2.5569], [6.7785, 10.0833, -2.2697], [6.3689, 8.6911, -2.5797], [5.8515, 8.0331, -1.3825], [5.3247, 6.4570, -1.3671], [3.9995, 6.1793, -1.9299], [5.3024, 6.1593, 0.2359], [4.7993, 4.9075, 0.7012], [4.4844, 5.1850, 2.1686], [6.4758, 5.4844, -1.9907], [7.7681, 5.4765, -1.5761], [8.4719, 5.3347, -2.8934], [7.2529, 10.5548, -3.1303], [5.9295, 10.6142, -1.8390], [7.6821, 10.0952, -1.6603], [5.7447, 8.5537, -3.4626], [7.2248, 8.0721, -2.8487], [3.8882, 4.5828, 0.1987], [5.6158, 4.1855, 0.7145], [4.0351, 4.3949, 2.7703], [5.4035, 5.3991, 2.7139], [3.9527, 6.1339, 2.2388], [8.1146, 6.4740, -1.3055], [8.0681, 4.6765, -0.8992], [9.5539, 5.4302, -2.8017], [8.2517, 4.3780, -3.3670], [8.2116, 6.1668, -3.5477], [-2.8837, 3.8582, 5.0295], [-2.7265, 5.3822, 4.9838], [-1.3668, 5.6431, 5.0085], [-0.5710, 5.9049, 3.5995], [0.9348, 5.9200, 3.7332], [-1.1665, 4.6966, 2.6686], [-0.4139, 3.6196, 2.2947], [0.6047, 3.9217, 1.1706], [-1.1062, 7.3046, 3.0247], [-0.8312, 8.4850, 3.7329], [-2.0688, 9.2579, 3.9186], [-3.7698, 3.4196, 5.4883], [-2.9240, 3.4706, 4.0116], [-2.0790, 3.4011, 5.6054], [-3.2710, 5.6275, 4.0720], [-3.3173, 5.7306, 5.8309], [-0.0410, 3.1819, 3.2207], [-1.0645, 2.8668, 1.8495], [1.2333, 3.0526, 0.9767], [0.0764, 4.1951, 0.2573], [1.3631, 4.6771, 1.3764], [-0.3972, 8.3089, 4.7172], [-0.1350, 9.0081, 3.0774], [-2.4652, 9.3057, 2.9043], [-2.7704, 8.7102, 4.5478], [-1.8250, 10.2518, 4.2938], [12.1505, -2.8111, 1.8334], [11.8552, -2.3050, 3.1621], [10.7385, -1.3962, 3.0898], [9.4411, -2.0160, 3.1862], [8.2311, -1.3157, 2.7943], [7.0102, -1.6893, 3.4703], [5.7885, -1.2366, 2.5745], [5.8507, 0.0909, 2.0422], [4.6419, 0.2763, 1.3622], [12.9507, -3.5452, 1.9283], [12.5871, -1.9918, 1.2623], [11.3765, -3.1783, 1.1595], [10.7907, -0.8457, 2.1505], [10.7923, -0.6807, 3.9104], [9.3585, -2.3434, 4.2226], [9.4677, -2.9323, 2.5964], [6.9230, -1.0370, 4.3392], [6.8274, -2.7394, 3.6985], [4.8550, -1.3035, 3.1331], [5.6995, -1.9075, 1.7200], [4.5777, 1.3379, 1.1233], [3.8513, 0.1617, 2.1039], [4.5447, -0.3789, 0.4966], [-2.7461, 3.3588, -2.9915], [-2.6800, 1.9437, -3.2216], [-1.7516, 1.5100, -4.2842], [-1.2573, 0.1109, -3.8777], [-2.1653, -0.9864, -4.1671], [-1.6681, -2.2544, -3.7333], [-0.3663, -2.6265, -4.4605], [-0.4598, -2.7187, -5.9101], [0.8195, -2.9845, -6.5501], [-2.9751, 3.9295, -3.8915], [-1.7103, 3.5467, -2.7090], [-3.5047, 3.8628, -2.3926], [-0.9761, 2.2754, -4.3142], [-2.4501, 1.6637, -5.1068], [-0.7569, 0.1970, -2.9131], [-0.3514, -0.0874, -4.4504], [-2.4986, -2.8648, -4.0880], [-1.5531, -2.3623, -2.6548], [-0.0168, -3.6322, -4.2272], [0.4543, -2.0073, -4.0981], [1.5212, -2.1548, -6.4652], [0.5481, -3.2401, -7.5744], [1.4597, -3.8194, -6.2651], [-6.3245, -6.1751, 3.8395], [-5.2553, -7.0237, 3.6178], [-5.2277, -7.3763, 2.2822], [-3.8581, -7.7692, 1.7463], [-3.7548, -8.0781, 0.3757], [-2.4851, -7.9055, -0.1821], [-1.8803, -6.4041, -0.2253], [-2.5820, -5.4527, -0.9438], [-3.1519, -5.8122, -2.2407], [-7.2947, -6.6673, 3.7718], [-6.3848, -5.3913, 3.0844], [-6.2896, -5.7104, 4.8249], [-5.6462, -6.7044, 1.5329], [-5.9041, -8.2136, 2.1105], [-3.4158, -8.6484, 2.2148], [-3.1201, -6.9837, 1.9093], [-2.3616, -8.3016, -1.1901], [-1.7474, -8.6171, 0.1886], [-0.9020, -6.4292, -0.7052], [-1.7158, -5.9457, 0.7498], [-4.0963, -6.3560, -2.2164], [-2.4146, -6.3628, -2.8249], [-3.4283, -4.8853, -2.7432]]}

---

No. 2
{"formula": "C22H24F6N5PPt", "method": "ωB97M-V/def2-TZVPD", "lumo_energy_ha": [-0.4025, -0.5238], "multiplicity": 6, "s_squared": 8.828, "total_charge": 3, "mol_weight_g_mol": 698.5, "homo_ev": [-18.6240, -19.4942], "elements": ["Pt", "C", "C", "C", "C", "C", "C", "C", "N", "C", "C", "C", "C", "C", "C", "C", "N", "C", "C", "C", "C", "H", "H", "H", "H", "H", "H", "H", "H", "H", "H", "H", "H", "H", "H", "H", "H", "H", "H", "H", "H", "H", "H", "H", "H", "F", "P", "F", "F", "F", "F", "F", "N", "C", "C", "C", "N", "C", "N"], "coordinates": [[1.0061, 2.1342, -1.5809], [-1.6127, 0.0506, 4.6275], [-0.0771, 0.0443, 4.5294], [0.5113, 0.9492, 5.6124], [0.4650, -1.3846, 4.6894], [0.3043, 0.5389, 3.1465], [1.0986, 1.6502, 2.8962], [1.3921, 2.0609, 1.5673], [0.9559, 1.4151, 0.5121], [0.1747, 0.3081, 0.6935], [-0.1485, -0.1358, 2.0020], [-0.2819, -0.3411, -0.4982], [-1.0456, -1.5189, -0.5000], [-1.4666, -2.1380, -1.7018], [-1.0792, -1.5001, -2.8722], [-0.3304, -0.3141, -2.8306], [0.0698, 0.2405, -1.6937], [-2.2881, -3.4051, -1.6462], [-1.4751, -4.4668, -0.8843], [-2.6201, -3.9106, -3.0498], [-3.5919, -3.0844, -0.8874], [-1.9035, -0.3140, 5.6123], [-2.0829, -0.6114, 3.8960], [-2.0225, 1.0544, 4.5107], [0.2075, 0.5720, 6.5876], [0.1470, 1.9762, 5.5391], [1.6035, 0.9557, 5.6004], [0.2081, -1.7506, 5.6831], [1.5511, -1.4206, 4.5944], [0.0250, -2.0830, 3.9731], [1.5066, 2.2436, 3.7042], [1.9937, 2.9470, 1.3980], [-0.7651, -1.0145, 2.1230], [-1.3169, -1.9758, 0.4401], [-1.3527, -1.8892, -3.8434], [-0.0570, 0.1937, -3.7490], [-0.5283, -4.6857, -1.3795], [-2.0535, -5.3899, -0.8533], [-1.2749, -4.1860, 0.1523], [-1.7239, -4.1609, -3.6218], [-3.2188, -3.1957, -3.6177], [-3.2081, -4.8232, -2.9651], [-3.4128, -2.7499, 0.1371], [-4.1875, -3.9947, -0.8220], [-4.1863, -2.3325, -1.4071], [-0.5787, 3.1133, -1.1295], [-0.1935, 4.8768, -3.6622], [0.5940, 5.4738, -4.8112], [1.1115, 3.8353, -3.3423], [0.0760, 5.4603, -2.2660], [-1.4568, 5.7440, -3.8574], [-0.9785, 3.5723, -3.9457], [3.0269, 2.1492, -2.0847], [4.0904, 2.3118, -2.4931], [5.4078, 2.4933, -2.9941], [6.0308, 1.3925, -3.5962], [6.5156, 0.4513, -4.0605], [5.9845, 3.7611, -2.8504], [6.4616, 4.8080, -2.7304]]}

---

No. 3
{"formula": "C2H4Br2N2O", "method": "ωB97M-V/def2-TZVPD", "lumo_energy_ha": [-0.0102, -0.0102], "mol_weight_g_mol": 231.9, "homo_ev": [-7.7119, -7.7124], "elements": ["C", "C", "N", "N", "O", "Br", "Br", "H", "H", "H", "H"], "coordinates": [[0.8715, -0.1315, 1.0623], [0.7073, -1.2879, -1.5488], [-1.0566, 1.1762, 1.7635], [-0.2503, 0.3425, 0.9047], [2.0016, -0.4934, 0.9586], [1.6724, -0.4829, -2.9691], [-1.3061, -0.3289, -1.7179], [0.6521, -2.3595, -1.8157], [-1.6655, 1.7135, 1.1866], [-0.6184, 1.7975, 2.4348], [-1.0080, 0.0544, -0.2590]]}

---

No. 4
{"formula": "C31H47FNO27S2", "method": "ωB97M-V/def2-TZVPD", "lumo_energy_ha": 0.0550, "total_charge": -1, "mol_weight_g_mol": 948.8, "homo_ev": -4.9787, "elements": ["C", "C", "O", "O", "C", "C", "C", "C", "C", "C", "S", "O", "O", "N", "S", "O", "O", "C", "C", "F", "H", "H", "H", "H", "H", "H", "H", "H", "H", "H", "H", "H", "H", "H", "H", "H", "H", "H", "H", "C", "C", "O", "C", "O", "O", "H", "H", "H", "H", "C", "C", "O", "C", "O", "O", "H", "H", "H", "H", "C", "C", "O", "C", "O", "O", "H", "H", "H", "H", "C", "C", "O", "C", "O", "O", "H", "H", "H", "H", "C", "C", "O", "C", "O", "O", "H", "H", "H", "H", "C", "C", "O", "C", "O", "O", "H", "H", "H", "H", "C", "C", "O", "C", "O", "O", "H", "H", "H", "H"], "coordinates": [[-1.3926, -1.4635, 1.7896], [-2.8388, -0.8269, 1.6848], [-3.0473, 0.1840, 2.4115], [-3.8842, -1.2029, 0.8417], [-3.9357, -2.5964, 0.4921], [-4.1280, -2.6566, -1.1185], [-2.7138, -2.6483, -1.8819], [-2.0335, -1.2054, -1.9802], [-1.7598, -0.7126, -3.4933], [-0.8735, -1.7445, -4.3370], [0.9133, -1.7960, -3.7940], [1.0714, -2.3279, -2.3919], [1.5853, -2.7822, -4.7424], [1.6579, -0.2664, -3.8934], [3.3538, -0.4281, -4.2222], [3.5130, -0.6217, -5.7181], [4.0106, -1.5211, -3.4220], [4.1420, 1.2048, -3.8019], [5.7221, 1.1109, -3.5545], [6.3261, 0.0309, -4.3036], [-0.7025, -0.7098, 2.2995], [-0.9770, -1.8539, 0.8008], [-1.3990, -2.3755, 2.4907], [-4.9165, -3.0463, 0.9035], [-3.0983, -3.2686, 0.8703], [-4.7504, -3.5474, -1.4508], [-4.7628, -1.7251, -1.3619], [-2.9172, -3.1330, -2.9048], [-2.0028, -3.3045, -1.2613], [-1.0550, -1.1791, -1.3776], [-2.7294, -0.4159, -1.5240], [-1.3598, 0.3579, -3.5291], [-2.7853, -0.6800, -3.9981], [-1.2905, -2.8097, -4.2349], [-0.9444, -1.5161, -5.4582], [3.6609, 1.6631, -2.8694], [3.9809, 1.9245, -4.6825], [5.9773, 1.0049, -2.4537], [6.2228, 2.0791, -3.9208], [-6.8311, 1.7672, 1.6471], [-6.1351, 0.4435, 1.7314], [-7.2093, -0.4888, 1.6355], [-8.2325, 0.1422, 1.0000], [-9.2243, -0.4035, 0.6093], [-7.9843, 1.4734, 0.8649], [-6.2195, 2.5291, 1.1664], [-7.1531, 2.1353, 2.6271], [-5.4492, 0.2788, 0.9012], [-5.5925, 0.3169, 2.6681], [-4.1493, -2.9038, 5.2973], [-4.6089, -4.3187, 5.4837], [-4.4244, -4.8864, 4.1923], [-3.4761, -4.1439, 3.5608], [-2.9620, -4.4442, 2.5213], [-3.1848, -3.0169, 4.2589], [-3.7012, -2.4875, 6.2002], [-4.9532, -2.2423, 4.9624], [-3.9940, -4.8678, 6.2025], [-5.6535, -4.3814, 5.7906], [-4.2589, 6.0869, 3.4603], [-5.6957, 6.0639, 3.0309], [-5.6590, 5.2996, 1.8335], [-4.5467, 4.5166, 1.8905], [-4.3041, 3.6340, 1.1229], [-3.7489, 4.8687, 2.9351], [-4.1477, 6.1189, 4.5449], [-3.7038, 6.9210, 3.0214], [-6.3410, 5.5572, 3.7544], [-6.0912, 7.0627, 2.8424], [11.0882, 2.0965, -4.0189], [9.9489, 1.1251, -3.9435], [8.9615, 1.8449, -3.2155], [9.2254, 3.1660, -3.3786], [8.4875, 4.0493, -3.0347], [10.4342, 3.3587, -3.9829], [11.6705, 1.9868, -4.9344], [11.7605, 2.0220, -3.1592], [9.5470, 0.8723, -4.9284], [10.2194, 0.2049, -3.4250], [-4.6581, -7.1526, 1.6688], [-3.9607, -8.4761, 1.7597], [-5.0308, -9.4083, 1.6654], [-6.0551, -8.7806, 1.0247], [-7.0436, -9.3295, 0.6348], [-5.8086, -7.4505, 0.8855], [-4.0455, -6.3910, 1.1861], [-4.9813, -6.7820, 2.6449], [-3.2706, -8.6441, 0.9279], [-3.4195, -8.5987, 2.6987], [0.8100, 0.9081, 4.1033], [2.0161, 1.1468, 4.9611], [1.5803, 0.7286, 6.2482], [0.5586, -0.1503, 6.0601], [0.0748, -0.8177, 6.9273], [0.1593, -0.1728, 4.7607], [1.0729, 0.6389, 3.0795], [0.1334, 1.7671, 4.0818], [2.8714, 0.5346, 4.6611], [2.3180, 2.1947, 4.9742], [9.9812, 6.4117, -4.2720], [11.0093, 6.7417, -3.2340], [11.5173, 7.9956, -3.6747], [10.5545, 8.5699, -4.4479], [10.5900, 9.6997, -4.8407], [9.5492, 7.6946, -4.7147], [9.1484, 5.8388, -3.8656], [10.4039, 5.8688, -5.1223], [10.5740, 6.8660, -2.2381], [11.8039, 5.9964, -3.1823]]}

---

The ΔE to the lowest compared entry with this formula, charge and spin results, record by record, are as follows: 129.5, 0.0, 117.7, 102.4 kcal/mol.